Entry from the Open Molecules 2025 dataset: a molecular structure, C21H13Cl5HfN3OSe2 (ωB97M-V with the def2-TZVPD basis set).

Structure (ORCA input):
```
! wB97M-V def2-TZVPD RIJCOSX def2/J DEFGRID3
* xyz 3 1
Hf -0.28 -0.16 0.03
Cl 4.41 4.83 -1.77
C 3.06 3.92 -1.26
C 3.04 2.54 -1.49
Cl 4.34 1.74 -2.26
C 1.91 1.82 -1.08
Cl 1.76 0.11 -1.38
C 0.81 2.43 -0.46
O -0.23 1.69 -0.08
C 0.85 3.82 -0.25
Cl -0.50 4.56 0.49
C 1.98 4.56 -0.63
Cl 2.03 6.23 -0.31
Se -2.01 -0.87 2.13
Se -2.82 1.15 1.22
C -3.04 0.60 -0.63
C -4.21 0.91 -1.31
C -4.34 0.53 -2.64
C -3.28 -0.13 -3.26
C -2.13 -0.38 -2.53
N -2.02 -0.05 -1.23
C -0.27 -0.33 2.88
C -0.03 -0.24 4.24
C 1.24 0.14 4.66
C 2.20 0.46 3.71
C 1.88 0.34 2.36
N 0.68 -0.07 1.95
H -5.02 1.43 -0.80
H -5.25 0.74 -3.19
H -3.34 -0.45 -4.29
H -1.27 -0.88 -2.97
H -0.82 -0.44 4.96
H 1.47 0.21 5.71
H 3.18 0.80 4.01
H 2.61 0.57 1.59
C 0.56 -4.96 -0.84
C 1.49 -4.17 -0.18
C 1.18 -2.85 0.10
N 0.00 -2.29 -0.22
C -0.92 -3.08 -0.82
C -0.68 -4.40 -1.16
H 0.77 -5.99 -1.08
H 2.45 -4.57 0.12
H 1.90 -2.22 0.62
H -1.90 -2.64 -1.01
H -1.44 -4.98 -1.65
*
```

Summary:
LUMO (eV): -10.35
Orbital gap (eV): 6.2143
Electronic energy (a.u.): -8198.53309



Entry from the Open Molecules 2025 dataset: a molecular structure, C21H13ClCoF3NO4STe (ωB97M-V with the def2-TZVPD basis set).

Structure (ORCA input):
```
! wB97M-V def2-TZVPD RIJCOSX def2/J DEFGRID3
* xyz -2 4
Co 0.29 0.34 -0.41
Cl 5.86 -1.07 4.12
C 4.77 -0.69 2.79
C 5.31 -0.49 1.51
C 4.48 -0.21 0.46
C 3.07 -0.08 0.63
O 2.33 0.16 -0.36
C 2.56 -0.24 1.97
C 1.17 -0.07 2.25
O 0.34 0.49 1.52
C 3.43 -0.59 3.02
H 6.38 -0.55 1.37
H 4.88 -0.05 -0.53
H 0.81 -0.45 3.21
H 3.03 -0.74 4.02
Te 1.13 2.73 -1.34
C -0.16 4.40 -1.24
C -1.22 4.63 -0.41
C -1.82 5.92 -0.56
C -1.20 6.68 -1.50
S 0.10 5.81 -2.23
H -1.57 3.88 0.29
H -2.66 6.25 0.03
H -1.43 7.68 -1.82
F 0.07 -3.81 -1.69
C 0.80 -2.69 -1.62
F 0.65 -2.22 -0.35
F 2.09 -3.08 -1.72
C 0.40 -1.63 -2.74
O 0.32 -2.11 -3.86
O 0.26 -0.45 -2.33
C -1.80 0.56 -0.44
C -2.40 -0.74 -0.30
C -2.75 -1.54 -1.42
C -3.30 -2.78 -1.27
C -3.57 -3.31 0.00
C -3.24 -2.53 1.13
C -2.68 -1.29 0.98
C -4.14 -4.60 0.15
N -4.63 -5.64 0.27
H -2.01 1.22 0.40
H -1.98 1.04 -1.40
H -2.55 -1.16 -2.42
H -3.55 -3.38 -2.15
H -3.45 -2.92 2.11
H -2.43 -0.71 1.85
*
```

Summary:
LUMO (spin up / spin down) (eV): 3.96 / 3.96
Orbital gap (spin up / spin down) (eV): 4.9895 / 5.1757
Electronic energy (a.u.): -3972.63957



Entry from the Open Molecules 2025 dataset: a single C21H13ClN2O6 molecule (ωB97M-V with the def2-TZVPD basis set).

Structure (ORCA input):
```
! wB97M-V def2-TZVPD RIJCOSX def2/J DEFGRID3
* xyz 0 1
O -2.91 -3.44 -1.53
C -2.70 -2.33 -1.10
N -3.66 -1.36 -1.17
C -3.69 -0.07 -0.66
C -4.24 0.95 -1.44
C -4.23 2.26 -1.03
C -3.66 2.59 0.19
C -3.13 1.60 1.00
C -3.17 0.27 0.60
C -2.70 -0.73 1.60
O -1.79 -0.55 2.36
O -3.46 -1.83 1.63
H -3.16 -2.43 2.33
H -2.70 1.85 1.96
Cl -3.61 4.24 0.70
H -4.66 3.03 -1.65
H -4.66 0.69 -2.40
H -4.46 -1.63 -1.73
C -1.39 -1.95 -0.49
C -0.76 -2.87 0.34
C 0.44 -2.58 0.97
C 1.00 -1.35 0.74
C 0.41 -0.44 -0.14
C -0.78 -0.72 -0.78
H -1.21 -0.01 -1.46
C 1.25 0.78 -0.18
O 1.09 1.80 -0.80
N 2.30 0.53 0.69
C 2.24 -0.73 1.28
O 3.04 -1.16 2.06
C 3.38 1.47 0.93
C 4.53 1.21 0.02
C 4.63 1.22 -1.34
C 5.96 0.85 -1.64
C 6.57 0.65 -0.45
O 5.72 0.86 0.57
H 7.57 0.36 -0.19
H 6.40 0.76 -2.62
H 3.85 1.47 -2.03
H 2.97 2.48 0.76
H 3.71 1.36 1.97
H 0.91 -3.29 1.63
H -1.25 -3.82 0.49
*
```

Summary:
LUMO (eV): -0.73
Structure (SMILES): O=C(Nc1ccc(Cl)cc1C(=O)O)c1ccc2c(c1)C(=O)N(Cc1ccco1)C2=O
Orbital gap (eV): 7.9557
Electronic energy (a.u.): -1829.27698



Entry from the Open Molecules 2025 dataset: a molecular structure, C21H13F5IrN5OS2 (ωB97M-V with the def2-TZVPD basis set).

Structure (ORCA input):
```
! wB97M-V def2-TZVPD RIJCOSX def2/J DEFGRID3
* xyz 3 2
Ir 0.10 -1.09 0.07
S 2.49 5.08 -3.24
N 1.00 4.64 -2.84
C 1.10 3.46 -2.25
C -0.01 2.66 -1.78
C -1.37 2.98 -1.88
C -2.31 2.11 -1.38
C -1.91 0.91 -0.79
N -0.62 0.59 -0.70
C 0.32 1.45 -1.18
C 1.67 1.02 -1.01
N 1.81 -0.17 -0.38
C 3.03 -0.66 -0.16
C 4.17 0.05 -0.56
C 4.04 1.26 -1.20
C 2.76 1.78 -1.43
C 2.44 3.03 -2.08
N 3.33 3.90 -2.55
H -1.66 3.92 -2.35
H -3.37 2.33 -1.43
H -2.62 0.20 -0.40
H 3.11 -1.62 0.34
H 5.14 -0.38 -0.36
H 4.91 1.82 -1.52
C 0.70 1.81 4.68
N 0.33 0.56 3.97
C -0.11 -0.62 4.73
C 0.41 0.52 2.68
O 0.09 -0.54 2.03
H 0.58 1.64 5.75
H 0.04 2.62 4.38
H 1.74 2.07 4.48
H -0.10 -0.37 5.78
H 0.56 -1.45 4.54
H -1.12 -0.89 4.43
H 0.74 1.41 2.16
F -4.86 -5.32 -1.21
C -3.79 -4.62 -1.39
C -3.38 -3.75 -0.34
F -4.08 -3.68 0.76
C -2.25 -3.02 -0.54
F -1.83 -2.17 0.48
C -1.47 -3.08 -1.71
S -0.06 -2.16 -1.95
C -1.92 -3.95 -2.73
F -1.23 -4.03 -3.83
C -3.07 -4.72 -2.57
F -3.47 -5.52 -3.51
*
```

Summary:
LUMO (spin up / spin down) (eV): -10.95 / -12.43
Orbital gap (spin up / spin down) (eV): 6.7628 / 5.2860
Electronic energy (a.u.): -2556.09548



Entry from the Open Molecules 2025 dataset: a molecular structure, C21H13F5IrN5OS2 (ωB97M-V with the def2-TZVPD basis set).

Structure (ORCA input):
```
! wB97M-V def2-TZVPD RIJCOSX def2/J DEFGRID3
* xyz 3 2
Ir -0.03 0.07 0.53
S 5.08 5.45 -0.04
N 5.26 3.87 0.19
C 4.04 3.34 0.22
C 3.74 1.94 0.40
C 4.69 0.93 0.57
C 4.27 -0.37 0.74
C 2.92 -0.66 0.74
N 1.98 0.29 0.56
C 2.39 1.59 0.40
C 1.35 2.57 0.25
N 0.08 2.09 0.31
C -0.94 2.93 0.21
C -0.74 4.29 0.00
C 0.54 4.80 -0.07
C 1.62 3.92 0.07
C 3.02 4.30 0.05
N 3.47 5.54 -0.10
H 5.75 1.19 0.56
H 4.98 -1.17 0.89
H 2.57 -1.67 0.87
H -1.93 2.52 0.30
H -1.60 4.94 -0.09
H 0.73 5.85 -0.23
C -4.83 0.05 -2.10
N -4.02 0.11 -0.85
C -4.68 0.28 0.45
C -2.73 0.01 -0.92
O -2.00 0.05 0.13
H -5.87 0.13 -1.83
H -4.66 -0.90 -2.60
H -4.56 0.87 -2.76
H -5.75 0.32 0.30
H -4.35 1.20 0.93
H -4.44 -0.56 1.10
H -2.29 -0.11 -1.91
F -0.46 -7.54 -0.57
C -0.36 -6.32 -0.19
C 0.15 -6.06 1.11
F 0.50 -7.07 1.86
C 0.26 -4.77 1.51
F 0.72 -4.48 2.69
C -0.15 -3.67 0.64
S -0.01 -2.14 1.19
C -0.67 -4.01 -0.68
F -1.04 -3.02 -1.46
C -0.77 -5.30 -1.09
F -1.22 -5.63 -2.26
*
```

Summary:
LUMO (spin up / spin down) (eV): -12.92 / -12.94
Orbital gap (spin up / spin down) (eV): 4.1701 / 4.1574
Electronic energy (a.u.): -2556.05606



Entry from the Open Molecules 2025 dataset: a molecular structure, C21H13F5LiN5O3S3 (ωB97M-V with the def2-TZVPD basis set).

Structure (ORCA input):
```
! wB97M-V def2-TZVPD RIJCOSX def2/J DEFGRID3
* xyz -2 1
Li -0.12 -0.02 1.85
O 0.79 1.50 1.53
N 1.58 2.13 0.70
C 2.78 1.57 0.43
C 3.69 2.15 -0.41
C 3.34 3.36 -1.03
C 2.12 3.90 -0.75
C 1.18 3.31 0.13
S -0.33 3.99 0.47
H 2.91 0.62 0.94
H 4.63 1.65 -0.60
H 4.01 3.86 -1.71
H 1.80 4.83 -1.21
N -0.06 -6.60 -3.58
C 0.15 -5.50 -2.71
C 1.19 -4.61 -2.95
C 1.42 -3.55 -2.08
C 0.61 -3.38 -0.97
C -0.42 -4.27 -0.73
C -0.65 -5.32 -1.59
S 0.88 -2.00 0.14
O 0.93 -2.57 1.48
O 2.10 -1.38 -0.33
N -0.42 -1.11 0.12
C -0.71 -0.37 -0.98
N -0.04 -0.56 -2.13
C -0.33 0.28 -3.11
C -1.26 1.30 -3.00
C -1.94 1.35 -1.78
N -1.70 0.52 -0.79
H 0.24 -6.41 -4.52
H -1.02 -6.90 -3.59
H 1.82 -4.74 -3.82
H 2.20 -2.83 -2.27
H -1.05 -4.12 0.14
H -1.46 -6.02 -1.40
H 0.22 0.14 -4.04
H -1.45 2.00 -3.79
H -2.70 2.11 -1.60
F -3.43 5.07 4.04
C -2.76 3.90 4.07
C -2.89 2.98 3.04
F -3.71 3.25 2.02
C -2.20 1.78 3.10
F -2.38 0.92 2.09
C -1.38 1.41 4.17
S -0.58 -0.14 4.22
C -1.29 2.37 5.19
F -0.53 2.13 6.28
C -1.95 3.58 5.15
F -1.83 4.46 6.17
*
```

Summary:
LUMO (eV): 4.19
Orbital gap (eV): 5.6495
Electronic energy (a.u.): -3009.07249